Record 1
Formula: C29H34N6SSi2W
Source: the Open Molecules 2025 dataset
Level of theory: the ωB97M-V functional and the def2-TZVPD basis

Values from the calculation:
Highest occupied orbital energy (alpha / beta) ... -18.120 / -18.120 eV
Molecular weight ... 738.712 u
Electronic energy ... -67942.5932 eV
Energy relative to the best compared isomer or geometry (same formula, charge and spin) ... 5.41 kcal per mole
Lowest unoccupied orbital energy (alpha / beta) ... -14.799 / -14.804 eV
Strongest force on any atom ... 2.64 eV/A

```
! RIJCOSX wB97M-V def2-TZVPD def2/J DEFGRID3
* xyz 4 1
W 0.29 0.40 -0.36
C -0.37 1.87 3.50
Si 0.98 1.05 2.60
C 2.37 0.34 3.54
C 1.48 2.21 1.16
N 0.34 -0.24 1.44
C -0.26 -1.42 1.79
C -0.40 -1.98 3.06
C -1.02 -3.20 3.16
C -1.51 -3.86 2.01
C -1.39 -3.30 0.75
C -0.77 -2.07 0.64
N -0.57 -1.29 -0.49
Si -1.22 -1.71 -2.20
C -3.01 -2.10 -2.19
C -0.98 0.09 -2.76
C 0.05 -2.78 -2.95
H 0.04 2.79 3.93
H -0.73 1.26 4.34
H -1.22 2.14 2.88
H 3.13 1.10 3.72
H 2.83 -0.52 3.06
H 2.00 0.02 4.53
H 2.29 2.84 1.57
H 0.70 2.92 0.88
H 2.00 1.80 0.28
H -0.02 -1.48 3.95
H -1.14 -3.67 4.13
H -1.98 -4.83 2.12
H -1.77 -3.82 -0.12
H -3.58 -1.24 -2.53
H -3.39 -2.41 -1.22
H -3.19 -2.92 -2.89
H -0.07 0.57 -2.33
H -1.84 0.72 -2.53
H -0.77 0.16 -3.83
H -0.08 -3.83 -2.67
H 1.05 -2.47 -2.64
H -0.02 -2.73 -4.04
S -3.80 2.37 0.47
C -2.57 1.25 0.67
N -1.45 1.51 0.00
C -1.57 2.71 -0.73
C -0.58 3.28 -1.53
C -0.88 4.44 -2.21
C -2.15 5.04 -2.09
C -3.13 4.49 -1.29
C -2.81 3.31 -0.61
H -2.69 0.38 1.29
H 0.43 2.88 -1.59
H -0.13 4.92 -2.84
H -2.36 5.95 -2.64
H -4.10 4.96 -1.18
N 10.81 -2.20 -0.58
C 9.71 -1.91 -0.75
C 8.33 -1.55 -0.95
C 7.71 -1.83 -2.17
C 6.39 -1.48 -2.37
C 5.70 -0.85 -1.34
C 6.30 -0.56 -0.12
C 7.62 -0.92 0.07
N 4.33 -0.45 -1.56
C 3.83 0.07 -2.74
C 2.52 0.34 -2.53
N 2.21 -0.03 -1.21
C 3.35 -0.50 -0.67
H 8.26 -2.33 -2.95
H 5.90 -1.73 -3.30
H 5.77 -0.03 0.66
H 8.12 -0.70 1.01
H 4.45 0.23 -3.61
H 1.82 0.76 -3.23
H 3.46 -0.90 0.32
*
```

Mulliken population analysis, charges in e, atoms 1 to 5:
1. W -2.4871
2. C -1.0206
3. Si 0.0821
4. C -1.1159
5. C -1.4053

***

Record 2
Formula: C2H5N3OS
Source: the Open Molecules 2025 dataset
Level of theory: the ωB97M-V functional and the def2-TZVPD basis

Values from the calculation:
SMILES ... N/N=C\NSC=O
Highest occupied orbital energy ... -9.179 eV
Molecular weight ... 119.149 u
Electronic energy ... -19504.0652 eV
Energy relative to the best compared isomer or geometry (same formula, charge and spin) ... 112.65 kcal per mole
Lowest unoccupied orbital energy ... 0.141 eV
Strongest force on any atom ... 7.61 eV/A

```
! RIJCOSX wB97M-V def2-TZVPD def2/J DEFGRID3
* xyz 0 1
C 0.46 0.66 0.15
C -2.46 -0.11 -0.56
H 2.33 -1.13 0.57
H 3.56 -0.37 -0.18
H 0.00 1.73 -0.09
H -1.09 0.37 1.23
H -2.78 -0.44 -1.70
N 2.48 -0.52 -0.24
N 1.70 0.63 -0.29
N -0.23 -0.37 0.92
O -2.81 0.80 0.18
S -1.17 -1.24 0.01
*
```

Mulliken population analysis, charges in e, atoms 1 to 5:
1. C 0.0136
2. C 0.1816
3. H 0.2264
4. H 0.2614
5. H 0.2828

***

Record 3
Formula: C14H19I2N3O2Tl
Source: the Open Molecules 2025 dataset
Level of theory: the ωB97M-V functional and the def2-TZVPD basis

Values from the calculation:
Highest occupied orbital energy ... -11.629 eV
Molecular weight ... 719.516 u
Electronic energy ... -44280.9898 eV
Energy relative to the best compared isomer or geometry (same formula, charge and spin) ... 13.45 kcal per mole
Lowest unoccupied orbital energy ... -2.822 eV
Strongest force on any atom ... 5.62 eV/A

```
! RIJCOSX wB97M-V def2-TZVPD def2/J DEFGRID3
* xyz 1 1
Tl 1.08 1.39 2.32
I -2.11 3.28 1.50
C -2.90 1.73 2.81
I -1.77 1.81 4.66
H -2.77 0.72 2.40
H -3.83 2.04 3.16
C -0.50 0.73 -3.50
N -0.84 -0.03 -2.32
N -0.44 0.41 -1.04
C -1.26 -0.07 -0.05
O -1.06 0.06 1.16
C -2.30 -0.65 -0.81
C -2.09 -0.60 -2.13
C -2.82 -1.27 -3.22
C 0.90 1.00 -0.73
C 1.00 2.39 -0.78
C 2.24 2.98 -0.70
C 3.32 2.16 -0.62
C 3.34 0.76 -0.57
C 2.04 0.20 -0.72
H 0.58 0.91 -3.58
H -0.94 1.74 -3.47
H -0.85 0.21 -4.36
H -3.21 -1.16 -0.34
H -3.17 -2.22 -2.78
H -2.12 -1.49 -3.99
H -3.69 -0.77 -3.58
H 0.10 3.00 -0.70
H 2.43 4.05 -0.64
H 4.35 2.57 -0.61
H 4.19 0.21 -0.49
H 2.03 -0.89 -0.78
C 2.02 -3.56 2.84
C 1.35 -2.20 2.72
N 0.03 -2.22 2.48
O 1.95 -1.12 2.91
H 1.37 -4.31 2.42
H 2.37 -3.70 3.89
H 2.95 -3.51 2.27
H -0.41 -3.14 2.55
H -0.58 -1.43 2.44
*
```

Mulliken population analysis, charges in e, atoms 1 to 5:
1. Tl 0.9089
2. I 0.1314
3. C -0.8813
4. I 0.0659
5. H 0.2561

***

Q: Number 2 is which compound?
A: C2H5N3OS

***

Q: Which of these has the lowest electronic energy?
A: C29H34N6SSi2W

***

Q: Which value of energy relative to the best compared isomer or geometry (same formula, charge and spin) does entry 3 give?
A: 13.45 kcal per mole

***

Q: What is the formula in the second record?
A: C2H5N3OS